Entry from the Open Molecules 2025 dataset: a structure of composition C18H25ClN2PdS at a distorted geometry (ωB97M-V/def2-TZVPD).

```
! RIJCOSX wB97M-V def2-TZVPD def2/J DEFGRID3
* xyz 2 5
C 2.73100 0.67766 -4.02039
C 1.58129 0.55030 -4.94782
C 3.00633 1.98071 -3.38796
C 3.41541 -0.54971 -3.57022
Cl 0.32417 -0.10423 -1.84082
H 3.72849 2.53330 -4.01801
H 3.41216 1.90695 -2.36141
H 2.09584 2.60051 -3.30795
H 1.93289 0.62883 -5.98866
H 0.80964 1.32401 -4.78601
H 1.03761 -0.40621 -4.84812
H 4.24130 -0.79266 -4.26030
H 2.74765 -1.42692 -3.55913
H 3.82967 -0.49046 -2.54818
C -2.87655 2.51670 0.54330
C -1.51644 2.84812 0.80467
C -0.79155 2.60320 -0.40353
H -1.12418 3.27546 1.73351
C -1.66682 2.06023 -1.39434
C -2.96690 2.07178 -0.81181
H -3.87617 1.75326 -1.31142
H -3.70329 2.61347 1.23649
H 0.25271 2.80426 -0.54445
H -1.39605 1.75207 -2.40920
C 1.72972 -1.58993 1.74141
C 0.84069 -0.64830 2.37548
C 1.11430 0.65410 1.83948
H 0.06103 -0.89523 3.07356
C 2.17598 0.52268 0.91636
C 2.55482 -0.84236 0.85152
H 3.28013 -1.25354 0.16388
H 1.70358 -2.66729 1.84146
H 0.59499 1.57030 2.10233
H 2.60435 1.33499 0.33657
Pd 0.49439 -0.71854 0.42136
C -3.27837 -0.57877 3.61270
N -2.56933 -1.81374 3.30545
C -2.51569 -2.95973 4.07833
C -1.93668 -3.91771 3.33538
N -1.61697 -3.35334 2.10958
C -2.08138 -2.06765 2.06166
S -2.22417 -0.96871 0.79683
H -2.58449 0.26651 3.55991
H -4.08019 -0.39935 2.88645
H -3.67566 -0.66684 4.62593
H -2.87637 -2.95196 5.10210
H -1.74666 -4.96383 3.54570
H -1.19622 -3.82243 1.31834
*
```

Results
Calculated total energy = -1795.8902 hartree
LUMO level (alpha / beta) = -7.675 / -8.791 eV
<S²> = 6.010
Gap between HOMO and LUMO (alpha / beta) = 4.3 / 4.5 eV

These are the Löwdin partial charges, in e, on atoms 1 to 6: -0.20 -0.04 -0.01 -0.02 0.05 0.14

***

Entry from the Open Molecules 2025 dataset: the ion C18H25ClN3OS with charge +1 (ωB97M-V/def2-TZVPD).

```
! RIJCOSX wB97M-V def2-TZVPD def2/J DEFGRID3
* xyz 1 1
C 1.59116 0.60786 -3.95801
C 2.16375 1.74447 -3.12041
O 1.78213 1.65799 -1.74962
C 2.44686 0.81226 -0.89733
C 3.48767 -0.03303 -1.26055
C 4.08219 -0.86023 -0.32460
C 3.63896 -0.85557 0.98799
Cl 4.36148 -1.89460 2.15770
C 2.60455 -0.01009 1.36379
C 2.00503 0.82550 0.43634
C 0.92084 1.77728 0.86707
N -0.27752 1.66989 0.00466
C -1.22119 2.79968 0.13171
C -1.75415 2.96212 1.55071
C -2.39645 1.69876 2.10784
S -3.79834 1.09722 1.08408
C -3.12887 -0.30396 0.28925
N -1.80878 -0.46150 0.15230
C -1.39056 -1.61483 -0.40166
C 0.08163 -1.81179 -0.53812
C -2.29990 -2.55908 -0.83703
C -3.66516 -2.26183 -0.72883
C -4.72053 -3.17946 -1.22276
N -4.05026 -1.13480 -0.15264
H 1.88443 0.74570 -4.99404
H 0.50421 0.60584 -3.90633
H 1.95808 -0.35855 -3.62029
H 1.74929 2.69997 -3.45237
H 3.25218 1.79404 -3.20663
H 3.85635 -0.05435 -2.27244
H 4.89115 -1.50825 -0.61921
H 2.27630 0.00130 2.39112
H 1.29929 2.80265 0.79345
H 0.64823 1.57862 1.90317
H 0.09498 1.65566 -0.95629
H -0.85484 0.72027 0.15923
H -0.72434 3.72260 -0.17627
H -2.05712 2.61133 -0.54557
H -0.95955 3.28026 2.22714
H -2.50081 3.75657 1.53087
H -1.69585 0.87349 2.21499
H -2.83537 1.91360 3.08115
H 0.47858 -1.16698 -1.32094
H 0.29954 -2.84175 -0.80223
H 0.59379 -1.56789 0.38972
H -1.96937 -3.48882 -1.26808
H -4.72624 -4.08803 -0.62171
H -4.52404 -3.46644 -2.25374
H -5.69108 -2.69901 -1.14832
*
```

Results
Calculated total energy = -1798.6039 hartree
LUMO level = -2.411 eV
SMILES = CCOc1ccc(Cl)cc1C[NH2+]CCCSc1nc(C)cc(C)n1
Gap between HOMO and LUMO = 9.2 eV

These are the Löwdin partial charges, in e, on atoms 1 to 6: -0.05 -0.21 -0.09 -0.23 0.00 -0.07

***

Entry from the Open Molecules 2025 dataset: the molecule C18H25F3N4O4 (ωB97M-V/def2-TZVPD).

```
! RIJCOSX wB97M-V def2-TZVPD def2/J DEFGRID3
* xyz 0 1
C 3.36943 -3.38560 -1.78372
C 3.84353 -2.08638 -1.15140
C 3.25627 -1.88975 0.24688
C 3.71210 -0.62546 0.87083
N 4.84376 -0.55332 1.67969
C 4.93223 0.68350 2.01048
O 3.97680 1.47867 1.50721
C 3.19648 0.61977 0.76627
C 2.03533 1.14169 0.03624
O 1.37689 0.39916 -0.67910
N 1.77731 2.46429 0.21231
C 0.66968 3.16715 -0.38090
C -0.69106 2.94696 0.21959
N -1.20425 1.64236 -0.16721
C -2.38689 1.19428 0.30682
O -3.31801 1.92354 0.60668
C -2.56388 -0.32913 0.32349
N -3.43477 -0.61011 1.44926
C -3.19218 -1.61584 2.30193
O -2.31868 -2.45021 2.22472
C -4.17433 -1.68629 3.49330
F -5.09839 -0.70257 3.47320
F -4.82997 -2.85164 3.48521
F -3.50899 -1.58756 4.64886
C -3.15167 -0.85222 -1.00097
C -3.40592 -2.35300 -0.90667
C -2.24285 -0.53606 -2.18383
C 1.00585 4.52028 -0.91577
C 0.74580 3.38865 -1.86426
H 3.78974 -3.51489 -2.78150
H 3.66522 -4.24704 -1.18168
H 2.28137 -3.39949 -1.87370
H 4.93513 -2.07448 -1.08893
H 3.55052 -1.23913 -1.77665
H 2.16805 -1.88832 0.18046
H 3.55493 -2.71500 0.89716
H 5.67078 1.15392 2.63820
H 2.27870 2.92875 0.95367
H -0.64498 3.04056 1.31128
H -1.36987 3.72379 -0.13636
H -0.49855 0.95947 -0.42275
H -1.60621 -0.82262 0.50834
H -4.12744 0.09713 1.65254
H -4.11009 -0.33991 -1.14763
H -2.48322 -2.89065 -0.67749
H -4.13142 -2.59572 -0.13129
H -3.79309 -2.72584 -1.85578
H -1.23076 -0.91934 -2.02017
H -2.63583 -1.00903 -3.08437
H -2.16855 0.53406 -2.37430
H 0.26195 5.29800 -0.81284
H 2.02548 4.86228 -0.80122
H 1.58368 2.95553 -2.39035
H -0.18515 3.37281 -2.41377
*
```

Results
Calculated total energy = -1520.5487 hartree
LUMO level = 0.405 eV
SMILES = CCCc1ncoc1C(=O)NC1(CNC(=O)[C@@H](NC(=O)C(F)(F)F)C(C)C)CC1
Gap between HOMO and LUMO = 10.1 eV
ΔE to the lowest compared entry with this formula, charge and spin = 0.237 eV

These are the Löwdin partial charges, in e, on atoms 1 to 6: -0.11 -0.25 -0.15 -0.20 0.17 -0.17

***

Entry from the Open Molecules 2025 dataset: the molecule C18H25N3O2 (ωB97M-V/def2-TZVPD).

```
! RIJCOSX wB97M-V def2-TZVPD def2/J DEFGRID3
* xyz 0 1
C -1.60271 -0.89498 4.34799
C -0.71775 -0.39555 3.21246
C 0.77572 -0.52359 3.51122
C 1.27110 -1.97070 3.47724
N 1.17393 -2.54736 2.14282
C 1.00157 -3.98407 2.18083
C 2.28650 -2.15890 1.29191
C 1.89301 -2.17706 -0.18957
N 0.73767 -1.35218 -0.42203
C 0.78293 -0.16731 -1.05390
O 1.76866 0.28706 -1.60365
C -0.57225 0.54338 -0.96797
O -1.31950 0.22815 -0.04619
C -0.89820 1.57519 -1.91817
C -1.89180 2.52078 -1.67182
C -2.76363 2.67920 -0.48571
N -1.96962 3.37102 -2.72044
C -1.06950 3.00400 -3.69231
C -0.84185 3.57056 -4.93625
C 0.11099 2.97693 -5.73824
C 0.80512 1.84808 -5.30500
C 0.57946 1.28529 -4.06577
C -0.36395 1.87202 -3.22613
H -1.37581 -0.36663 5.27249
H -2.65015 -0.72936 4.10705
H -1.46204 -1.95931 4.51887
H -0.94625 0.65561 3.02556
H -0.94581 -0.94502 2.29985
H 1.32996 0.06746 2.77988
H 0.98847 -0.10951 4.49987
H 0.65259 -2.56797 4.14880
H 2.30597 -2.01570 3.85844
H 0.09957 -4.22281 2.74248
H 1.85492 -4.50387 2.64610
H 0.88007 -4.36453 1.16846
H 2.57716 -1.13877 1.54726
H 3.16473 -2.81154 1.44023
H 2.70968 -1.77358 -0.79318
H 1.67613 -3.19721 -0.52098
H -0.07729 -1.53166 0.15254
H -3.08257 3.71400 -0.37125
H -2.24020 2.34730 0.40758
H -3.64695 2.04770 -0.58676
H -2.59236 4.16091 -2.77808
H -1.39483 4.43905 -5.26306
H 0.31906 3.38795 -6.71484
H 1.53983 1.40429 -5.96033
H 1.14020 0.42325 -3.74827
*
```

Results
Calculated total energy = -1015.6762 hartree
LUMO level = 0.404 eV
SMILES = CCCCN(C)CCNC(=O)C(=O)c1c(C)[nH]c2ccccc12
Gap between HOMO and LUMO = 8.5 eV
ΔE to the lowest compared entry with this formula, charge and spin = 1.340 eV

These are the Löwdin partial charges, in e, on atoms 1 to 6: -0.11 -0.27 -0.19 -0.22 -0.23 -0.09

***

Entry from the Open Molecules 2025 dataset: the molecule C18H25N3O6S (ωB97M-V/def2-TZVPD).

```
! RIJCOSX wB97M-V def2-TZVPD def2/J DEFGRID3
* xyz 0 1
C -1.63656 -4.31653 1.07098
C -1.72448 -2.84505 0.68648
C -2.86404 -2.54615 -0.29791
C -4.24283 -2.86583 0.26719
N -2.82447 -1.14051 -0.66823
C -2.23544 -0.69404 -1.78920
O -1.80205 -1.40552 -2.66740
C -2.17641 0.83341 -1.92745
N -2.10431 1.57061 -0.68066
C -3.02263 2.55596 -0.45902
O -3.94929 2.77298 -1.20605
C -2.76532 3.41418 0.77032
O -2.15808 2.74805 1.85499
C -1.16496 1.87942 1.52754
C -0.24572 1.54050 2.51264
C 0.75146 0.62010 2.24466
C 0.82156 0.05517 0.98754
S 2.09455 -1.15613 0.62805
O 2.65534 -1.60106 1.86752
O 1.55751 -2.11822 -0.28407
N 3.28675 -0.32222 -0.17716
C 2.97478 0.13349 -1.51178
C 4.28846 0.50966 -2.20234
O 4.98107 1.48829 -1.46133
C 5.28217 1.02748 -0.16464
C 4.00509 0.66251 0.59767
C -0.08016 0.37931 -0.00790
C -1.09816 1.28959 0.25370
H -2.49430 -4.62673 1.66280
H -1.58278 -4.93529 0.17905
H -0.73660 -4.48488 1.65621
H -0.78173 -2.55319 0.21928
H -1.85718 -2.23606 1.58608
H -2.69522 -3.10606 -1.22287
H -4.39069 -2.36046 1.22022
H -5.01554 -2.54063 -0.42561
H -4.34991 -3.93465 0.42064
H -3.14690 -0.48554 0.02673
H -1.32362 1.07846 -2.56829
H -3.08833 1.16866 -2.43326
H -3.71618 3.80816 1.13535
H -2.13882 4.26285 0.44919
H -0.34638 1.99891 3.48283
H 1.46240 0.31766 2.99534
H 2.47525 -0.68385 -2.03069
H 2.31739 1.01736 -1.48163
H 4.09947 0.94603 -3.18407
H 4.90966 -0.39048 -2.30919
H 5.81209 1.84061 0.33356
H 5.93053 0.14184 -0.22231
H 4.23688 0.21356 1.56270
H 3.39527 1.56820 0.74665
H 0.00114 -0.12555 -0.95528
*
```

Results
Calculated total energy = -1714.8223 hartree
LUMO level = 0.406 eV
SMILES = CC[C@@H](C)NC(=O)CN1C(=O)COc2ccc(S(=O)(=O)N3CCOCC3)cc21
Gap between HOMO and LUMO = 9.4 eV
ΔE to the lowest compared entry with this formula, charge and spin = 1.318 eV

These are the Löwdin partial charges, in e, on atoms 1 to 6: -0.09 -0.21 -0.36 -0.05 0.11 -0.50

***

Entry from the Open Molecules 2025 dataset: the molecule C18H25NO3 (ωB97M-V/def2-TZVPD).

```
! RIJCOSX wB97M-V def2-TZVPD def2/J DEFGRID3
* xyz 0 1
C 2.01580 3.87490 1.12844
O 1.77130 2.90562 0.11735
C 1.06150 1.83646 0.47644
O 0.62364 1.68520 1.59579
C 0.90619 0.88010 -0.67129
C -0.51731 0.34449 -0.90733
O -0.82048 -0.08262 -2.00042
N -1.32678 0.36843 0.16975
C -2.62874 -0.17670 0.24290
C -2.89240 -1.06962 1.27669
C -4.14229 -1.64081 1.41094
C -5.14059 -1.31760 0.50752
C -4.88507 -0.40922 -0.50234
C -3.63832 0.18772 -0.65094
C -3.41220 1.20977 -1.71751
C 1.85770 -0.34271 -0.51048
C 1.40766 -1.22934 0.65634
C 2.44999 -2.23910 1.14670
C 3.26018 -2.91927 0.04162
C 4.52717 -2.14495 -0.31938
C 4.28313 -0.84836 -1.08665
C 3.31553 0.12136 -0.40739
H 2.60068 4.66194 0.66027
H 1.07225 4.27108 1.50883
H 2.56798 3.42590 1.95635
H 1.19989 1.40319 -1.58676
H -0.90022 0.60813 1.05889
H -2.10178 -1.31535 1.97159
H -4.33450 -2.33711 2.21333
H -6.11987 -1.76330 0.59801
H -5.67378 -0.14250 -1.19115
H -2.88916 2.07519 -1.31138
H -4.35758 1.53328 -2.14542
H -2.78869 0.79287 -2.50805
H 1.74626 -0.90910 -1.44070
H 1.13223 -0.60175 1.50650
H 0.51359 -1.77212 0.33928
H 1.91795 -2.99924 1.72324
H 3.14336 -1.75105 1.83450
H 3.56410 -3.90840 0.39284
H 2.64105 -3.06499 -0.84425
H 5.07231 -1.92088 0.60131
H 5.17073 -2.78356 -0.92976
H 3.89812 -1.08423 -2.08159
H 5.24551 -0.34786 -1.22078
H 3.59508 0.26227 0.63793
H 3.41374 1.08996 -0.90364
*
```

Results
Calculated total energy = -981.4165 hartree
LUMO level = 0.735 eV
SMILES = COC(=O)[C@H](C(=O)Nc1ccccc1C)C1CCCCCC1
Gap between HOMO and LUMO = 9.4 eV
ΔE to the lowest compared entry with this formula, charge and spin = 0.720 eV

These are the Löwdin partial charges, in e, on atoms 1 to 6: -0.04 -0.02 -0.46 0.10 -0.09 -0.44

***

Entry from the Open Molecules 2025 dataset: the molecule C18H25NO5 (ωB97M-V/def2-TZVPD).

```
! RIJCOSX wB97M-V def2-TZVPD def2/J DEFGRID3
* xyz 0 1
C 2.43037 -3.53471 3.02393
C 1.79185 -3.28629 1.66216
C 2.51270 -2.17323 0.90591
C 1.99812 -1.94088 -0.51519
C 0.53745 -1.43231 -0.56370
C -0.46007 -2.56156 -0.84303
C -1.89028 -2.26150 -0.37221
C -2.49327 -1.11444 -1.16425
O -3.16497 -1.27573 -2.15497
N -2.16992 0.09969 -0.62169
C -2.34227 1.36892 -1.13856
C -3.10841 1.60924 -2.28053
C -3.24732 2.88941 -2.77328
C -2.62654 3.96157 -2.14449
C -1.85424 3.73967 -1.02525
C -1.69441 2.45318 -0.50412
C -0.82447 2.24830 0.66810
O -0.75583 1.21814 1.31860
O -0.09366 3.32483 0.96216
C 0.84580 3.19717 2.02845
C 2.15879 2.61320 1.52588
C 0.47565 -0.39266 -1.66264
O 0.17495 -0.58898 -2.80739
O 0.87469 0.81673 -1.22894
H 3.47173 -3.82851 2.91095
H 1.90640 -4.32691 3.55339
H 2.39373 -2.63336 3.63181
H 1.82914 -4.20649 1.07444
H 0.74470 -3.01728 1.80662
H 3.57465 -2.42430 0.84458
H 2.42864 -1.24317 1.47296
H 2.65156 -1.20290 -0.98714
H 2.07508 -2.86034 -1.09770
H 0.32140 -0.93084 0.38353
H -0.12353 -3.47217 -0.34808
H -0.47446 -2.74408 -1.92003
H -2.50491 -3.14551 -0.54672
H -1.89342 -2.03069 0.69470
H -1.64000 0.10341 0.25004
H -3.58227 0.77443 -2.76905
H -3.84757 3.05593 -3.65510
H -2.74485 4.96227 -2.53083
H -1.36170 4.56157 -0.53002
H 0.41689 2.55768 2.80691
H 0.98357 4.20969 2.41335
H 2.59737 3.26531 0.77473
H 1.98098 1.63843 1.07813
H 2.85318 2.50579 2.35410
H 0.86898 1.45426 -1.96051
*
```

Results
Calculated total energy = -1131.9339 hartree
LUMO level = 0.387 eV
SMILES = CCCC[C@H](CCC(=O)Nc1ccccc1C(=O)OCC)C(=O)O
Gap between HOMO and LUMO = 9.0 eV
ΔE to the lowest compared entry with this formula, charge and spin = 0.099 eV

These are the Löwdin partial charges, in e, on atoms 1 to 6: -0.11 -0.27 -0.21 -0.14 -0.23 -0.13

***

Entry from the Open Molecules 2025 dataset: a structure of composition C18H25NO6STcTe at a distorted geometry (ωB97M-V/def2-TZVPD).

```
! RIJCOSX wB97M-V def2-TZVPD def2/J DEFGRID3
* xyz 2 4
Tc 0.89349 0.62533 0.77367
O 0.28009 -0.63652 2.64834
C 0.73791 -0.09863 3.90644
C 2.17706 0.26668 3.69526
N 2.34160 1.31911 2.65976
C 1.90471 2.64756 3.10188
C 0.48097 2.90918 2.69980
O -0.26396 3.69094 3.18112
O 0.10696 2.14689 1.62014
C 3.70644 1.28693 2.13422
C 3.84127 0.11817 1.18571
O 4.80894 -0.50043 0.93270
O 2.61585 -0.15113 0.59642
H -0.61130 -0.99630 2.74662
H 0.66622 -0.85501 4.68620
H 0.12214 0.75573 4.19653
H 2.71922 -0.61767 3.35949
H 2.62361 0.60237 4.63493
H 2.51822 3.41227 2.62486
H 1.99681 2.77444 4.18111
H 4.45533 1.17286 2.91941
H 3.91515 2.20363 1.58200
C 1.34033 -2.64894 -1.29867
Te 1.16743 -0.57236 -1.74026
C -0.70809 -1.12867 -2.54701
C -0.38718 -2.50121 -3.09941
C -1.06987 -3.02705 -4.18867
C -0.76316 -4.30158 -4.64375
C 0.22897 -5.04391 -4.02298
C 0.92446 -4.51556 -2.94517
C 0.61140 -3.24496 -2.48029
H 0.85838 -2.83833 -0.33997
H 2.39242 -2.91026 -1.23681
H -1.01814 -0.40948 -3.30092
H -1.43085 -1.14515 -1.73250
H -1.83466 -2.44346 -4.68663
H -1.29215 -4.70972 -5.49454
H 0.47398 -6.03265 -4.38691
H 1.71192 -5.09013 -2.47362
O -1.01277 0.60851 0.00440
S -2.24261 1.45894 0.55298
C -3.58293 0.89277 -0.51190
C -4.27667 2.17171 -0.97668
C -3.15523 3.13573 -1.35654
C -2.14403 3.10215 -0.20920
H -4.21166 0.21710 0.06445
H -3.10809 0.35228 -1.33164
H -4.88561 2.58709 -0.17116
H -4.94403 1.95513 -1.80908
H -3.52242 4.14868 -1.50890
H -2.67995 2.81368 -2.28434
H -2.36936 3.80468 0.59368
H -1.10656 3.23857 -0.50457
*
```

Results
Calculated total energy = -1953.5140 hartree
LUMO level (alpha / beta) = -7.995 / -7.894 eV
<S²> = 3.810
Gap between HOMO and LUMO (alpha / beta) = 6.2 / 6.3 eV

These are the Löwdin partial charges, in e, on atoms 1 to 6: 1.57 -0.13 -0.16 -0.12 -0.19 -0.05